1.
{
  "formula": "CH4N3OP3",
  "method": "ωB97M-V with the def2-TZVPD basis set",
  "homo_energy_ev": -9.14,
  "e_lumo_ev": -0.867,
  "orbital_gap_ev": 8.27,
  "spin_multiplicity": 1,
  "e_tot_ha": -1304.0856,
  "e_above_lowest_kcal_mol": 9.5,
  "species": ["H", "P", "O", "H", "H", "N", "C", "N", "H", "N", "P", "P"],
  "positions_angstrom": [[2.6112, 1.3046, 0.7297], [-2.3469, 0.7474, 1.0645], [1.3809, 0.6898, -0.8232], [2.4802, -0.4946, 0.5318], [-0.2406, -1.6304, -1.6695], [-2.7275, -0.7406, 0.6942], [1.8629, 0.5254, 0.5539], [-1.0796, -1.1420, -1.3059], [1.0018, 0.5028, 1.1340], [-0.9062, 1.2053, 0.3200], [-1.8300, -1.8770, -0.0825], [-0.2062, 0.9093, -1.1471]],
  "forces_ev_per_angstrom": [[-0.58, 0.04, 0.25], [2.51, 1.31, -1.07], [-0.73, 0.03, 0.38], [-1.54, 2.03, 0.35], [-1.06, -0.29, -0.02], [0.27, -1.50, -0.79], [2.94, -2.35, -2.63], [1.54, 0.50, 0.41], [-0.94, 0.05, 1.72], [-1.41, -0.37, -0.43], [-0.21, 0.90, 0.06], [-0.80, -0.35, 1.78]]
}



2.
{
  "formula": "C5H6N",
  "method": "ωB97M-V with the def2-TZVPD basis set",
  "homo_energy_ev": -13.85,
  "e_lumo_ev": -6.077,
  "orbital_gap_ev": 7.77,
  "total_charge": 1,
  "spin_multiplicity": 1,
  "e_tot_ha": -248.3633,
  "e_above_lowest_kcal_mol": 158.4,
  "species": ["C", "C", "C", "H", "H", "H", "N", "C", "C", "H", "H", "H"],
  "positions_angstrom": [[0.0807, -0.5936, -0.2891], [-0.8064, -1.5879, -0.0307], [1.3261, -0.5678, -0.1432], [3.3552, -0.8812, -0.4931], [-2.8133, -0.7002, -0.3594], [3.0704, -0.6368, 1.1550], [-1.9261, -0.5831, 0.1418], [-0.8153, 0.4936, -0.0481], [2.5351, -0.7205, 0.2169], [-1.0862, 1.3432, -0.8671], [-2.1285, -0.6800, 1.1278], [-0.5683, 0.8510, 0.9606]],
  "forces_ev_per_angstrom": [[-2.83, 0.94, -1.40], [-1.17, -4.07, -0.29], [5.68, -1.14, 1.43], [-0.56, 0.11, -0.56], [0.46, 0.22, -0.32], [-0.98, -0.01, 0.71], [0.98, 0.84, 0.58], [-3.14, 4.16, -1.42], [2.08, 0.07, -0.89], [0.72, -2.04, 2.16], [-0.61, 0.06, 0.52], [-0.64, 0.85, -0.52]]
}



3.
{
  "formula": "C3H6N3O4",
  "method": "ωB97M-V with the def2-TZVPD basis set",
  "homo_energy_ev": [-11.65, -15.95],
  "e_lumo_ev": [-4.934, -7.400],
  "orbital_gap_ev": [6.71, 8.55],
  "total_charge": 1,
  "spin_multiplicity": 3,
  "s2": 2.01,
  "e_tot_ha": -582.4700,
  "species": ["H", "H", "C", "O", "C", "H", "H", "N", "O", "N", "C", "H", "H", "N", "O", "O"],
  "positions_angstrom": [[-0.9990, 1.3577, 1.8532], [-1.7681, 2.2228, 0.3804], [-1.2241, 1.2685, 0.7305], [1.3349, -0.6410, 1.2966], [-0.9179, -0.6596, -0.5774], [-2.1478, -2.3372, -1.0213], [-0.8874, -1.6985, -2.2541], [1.6077, 1.2998, 0.1916], [3.1855, 0.3757, 1.4906], [0.4579, 1.2477, -0.4510], [-1.1841, -1.9686, -1.1750], [2.3619, 1.9571, 0.0278], [-0.3964, -2.6359, -0.9022], [2.0901, 0.2475, 1.0831], [-1.7131, 0.0331, 0.2792], [0.1997, -0.0690, -0.9517]],
  "forces_ev_per_angstrom": [[-0.10, -0.91, -1.83], [0.67, -2.11, 0.06], [-3.78, 3.30, 4.02], [-1.42, -0.85, 0.17], [-0.42, 3.46, 2.50], [-1.44, -0.49, 0.12], [-0.99, -0.85, 1.06], [0.02, -1.17, -0.13], [1.28, 1.02, 0.07], [2.83, 0.73, -1.48], [1.77, 2.24, -1.93], [-0.23, 0.61, -0.30], [0.49, -0.64, 0.56], [-0.27, -0.45, -0.37], [1.78, -2.34, -2.58], [-0.20, -1.52, 0.07]]
}



4.
{
  "formula": "C30H41BrN6O3S2Si2Ti",
  "method": "ωB97M-V with the def2-TZVPD basis set",
  "homo_energy_ev": -13.79,
  "e_lumo_ev": -6.359,
  "orbital_gap_ev": 7.43,
  "total_charge": 2,
  "spin_multiplicity": 1,
  "e_tot_ha": -6520.5636,
  "e_above_lowest_kcal_mol": 21.2,
  "species": ["C", "H", "C", "C", "C", "Si", "C", "H", "C", "C", "H", "H", "H", "H", "C", "C", "C", "H", "H", "H", "C", "H", "N", "S", "H", "H", "C", "N", "C", "H", "H", "H", "O", "H", "H", "C", "H", "H", "H", "H", "C", "C", "C", "H", "H", "H", "H", "N", "N", "N", "H", "H", "H", "N", "H", "S", "Si", "C", "O", "C", "C", "H", "C", "C", "H", "H", "C", "C", "C", "H", "H", "H", "H", "O", "C", "Br", "C", "H", "C", "H", "H", "Ti", "H", "C", "H", "C"],
  "positions_angstrom": [[1.1522, -0.2480, 7.3770], [1.5315, -5.4814, 1.3025], [-2.5732, 0.3205, -0.3632], [0.7041, 4.2261, -0.6343], [1.1876, -0.6516, 8.8207], [-3.0572, -0.0635, 2.2549], [-3.7014, -0.5123, -2.2922], [0.8649, 5.1242, -0.0531], [-2.8970, -1.6562, -2.2406], [-2.8235, 3.6559, -0.7775], [1.3992, 6.0336, -2.2041], [5.4197, 0.6827, -1.0097], [-4.4761, -0.4290, -3.0438], [-4.5770, -1.4936, 0.9109], [0.6993, 2.9902, -2.6929], [4.8591, -0.1036, 0.9153], [0.8961, 4.1954, -2.0156], [0.5672, 0.0262, 9.4108], [5.8732, -0.3203, 1.2235], [-0.8835, -1.4674, 2.5024], [1.1751, -3.4703, 1.0501], [-3.2434, 0.1183, 4.6948], [1.2344, -3.2064, 2.3531], [1.0203, 1.0267, 3.0576], [1.2497, -4.9575, -0.3199], [0.1179, 3.0793, 1.0556], [-2.3091, 1.0551, 0.8668], [0.0656, 1.9118, -0.6567], [-3.2284, 0.8454, 3.8778], [-5.3811, 2.2061, 0.6263], [0.8694, 2.9300, -3.7578], [0.7969, -1.6586, 8.9604], [1.2731, 5.2402, -2.7412], [-5.3563, 0.0510, 1.2639], [3.0627, 1.1129, -1.6746], [3.2999, 0.7038, -0.6993], [-3.0441, -2.4752, -2.9298], [-2.1814, -2.3527, 1.7170], [2.1981, -0.6089, 9.2219], [2.9551, 0.9108, 7.4718], [2.5341, -0.0611, 1.3130], [-3.5353, 0.4894, -1.3652], [-2.1311, 3.8882, 2.2627], [-1.2907, 3.4084, 2.7625], [-5.1659, 3.8756, 1.1157], [-5.2321, -1.1769, 2.5147], [2.8541, 1.6421, 5.1156], [1.3311, -4.7346, 0.6573], [1.3275, -0.2002, 2.0566], [2.2773, 0.4416, 0.1101], [-2.4210, 1.5501, 4.0701], [1.2708, -2.2378, 2.6406], [-2.8664, 4.1254, 3.0347], [-1.7202, -0.7277, -0.4083], [-3.8007, 3.6506, -1.2653], [0.9514, -2.2740, -0.1506], [-2.9690, 2.8615, 0.9300], [4.6120, 0.4516, -0.3304], [-0.4103, 1.1881, 2.6160], [0.3200, 1.8847, -1.9729], [-4.8075, 2.8558, 1.2881], [-4.1809, 1.3552, -1.3571], [-4.7053, -0.7201, 1.6726], [0.2821, 3.0802, -0.0147], [-0.6769, -1.2940, 6.9605], [-0.7868, -0.5825, 4.6031], [2.0961, 0.9850, 5.5204], [0.0399, -0.2745, 5.2285], [-1.9698, -1.5960, 2.4729], [1.4148, -3.9300, 3.0297], [-1.7886, 4.8411, 1.8520], [-4.1742, 1.3853, 3.9295], [3.9427, -0.7975, 2.7525], [1.8605, 2.1666, 2.8671], [0.1034, -0.6646, 6.5508], [0.2033, 0.2345, -2.8560], [3.7960, -0.3742, 1.7681], [-2.2297, -2.0297, 3.4447], [1.0429, 0.5492, 4.7240], [-2.1216, 3.1847, -1.4639], [-5.0535, 2.6017, 2.3183], [-0.2803, 0.2782, 0.7199], [-1.2136, -2.5519, -1.2476], [2.1415, 0.5758, 6.8414], [-2.5368, 4.7050, -0.6720], [-1.8975, -1.7216, -1.3077]],
  "forces_ev_per_angstrom": [[0.00, 0.00, -0.01], [0.03, 0.00, 0.00], [-0.01, -0.20, -0.01], [-0.05, -0.02, 0.05], [0.00, 0.00, 0.00], [0.00, 0.11, 0.01], [-0.02, 0.00, -0.01], [0.00, 0.00, 0.00], [0.01, -0.02, 0.00], [0.02, 0.04, 0.04], [0.00, 0.00, 0.00], [0.00, 0.00, 0.00], [0.00, 0.00, 0.00], [-0.01, 0.02, -0.01], [0.03, 0.00, -0.02], [-0.01, -0.02, 0.03], [0.01, 0.03, -0.10], [0.00, 0.00, 0.00], [0.00, 0.00, 0.01], [0.05, 0.01, -0.01], [0.04, -0.03, -0.16], [-0.01, 0.01, -0.01], [0.03, 0.15, 0.01], [-0.03, -0.07, -0.01], [0.01, 0.01, 0.00], [-0.03, 0.02, -0.04], [0.05, 0.03, 0.03], [0.06, 0.10, 0.37], [-0.01, 0.00, 0.02], [0.00, 0.00, -0.03], [0.00, 0.00, 0.00], [0.00, 0.00, 0.00], [0.00, -0.01, 0.01], [-0.01, 0.04, 0.02], [-0.01, 0.01, 0.01], [0.01, -0.16, -0.09], [0.00, 0.00, 0.00], [-0.03, 0.02, 0.00], [0.00, 0.00, 0.00], [0.00, 0.00, 0.00], [-0.12, 0.07, 0.02], [-0.04, 0.13, 0.02], [0.01, 0.04, -0.01], [-0.03, -0.01, -0.05], [0.02, 0.00, 0.03], [0.02, -0.01, 0.00], [-0.01, -0.01, -0.01], [-0.07, -0.01, 0.00], [0.15, 0.15, 0.16], [-0.03, 0.18, 0.09], [0.00, -0.02, 0.00], [-0.05, 0.02, 0.01], [0.01, 0.01, 0.00], [-0.16, -0.17, -0.10], [0.01, 0.01, 0.00], [-0.15, 0.06, 0.16], [0.03, -0.03, -0.02], [-0.01, 0.00, -0.03], [0.06, 0.24, -0.05], [-0.04, 0.02, 0.08], [0.00, 0.00, 0.02], [0.01, 0.01, -0.01], [0.03, -0.05, 0.00], [-0.02, 0.00, 0.05], [0.00, 0.00, 0.00], [0.02, 0.01, 0.01], [0.02, 0.02, 0.00], [-0.01, -0.02, 0.00], [0.03, -0.07, 0.03], [-0.01, 0.01, 0.01], [0.00, -0.01, 0.01], [0.00, 0.01, -0.01], [0.00, 0.01, 0.00], [0.05, 0.05, 0.04], [0.00, 0.00, 0.03], [0.05, 0.02, -0.02], [0.05, 0.00, -0.03], [0.01, -0.01, -0.02], [-0.05, -0.01, -0.01], [0.06, -0.03, -0.02], [-0.02, -0.04, 0.00], [0.09, -0.69, -0.48], [0.00, -0.02, -0.02], [-0.01, 0.00, 0.01], [0.01, -0.01, 0.00], [-0.02, 0.09, 0.00]]
}



5.
{
  "formula": "C3H7NO2S",
  "method": "ωB97M-V with the def2-TZVPD basis set",
  "homo_energy_ev": [-9.96, -9.80],
  "e_lumo_ev": [-1.050, -0.654],
  "orbital_gap_ev": [8.91, 9.14],
  "spin_multiplicity": 1,
  "e_tot_ha": -721.7515,
  "e_above_lowest_kcal_mol": 132.5,
  "species": ["C", "H", "C", "O", "H", "H", "C", "H", "N", "H", "H", "H", "S", "O"],
  "positions_angstrom": [[0.7519, -0.1542, 0.1014], [-1.4329, 2.3265, -0.8132], [1.0527, -1.6437, -0.4896], [-1.1419, 0.3037, 1.8873], [0.1789, 1.8050, -0.8544], [-0.4445, -2.1747, 0.5135], [-0.5898, 2.0478, -0.1350], [1.4139, 0.3041, 0.7730], [0.5753, -2.3219, 0.6302], [-0.2897, 2.8501, 0.4187], [2.1188, -1.7445, -0.6384], [0.4675, -1.6442, -1.4467], [-0.8925, 0.3587, 0.4852], [-1.7677, -0.3128, -0.4321]],
  "forces_ev_per_angstrom": [[-0.43, -3.47, -0.11], [0.28, -0.24, 0.88], [-0.50, 2.70, -1.36], [-0.22, 0.24, 0.53], [0.48, 0.24, -0.29], [0.19, -0.80, 0.51], [-1.93, -2.23, -3.04], [1.19, 0.39, 0.92], [-1.06, 1.47, 0.10], [0.62, 1.63, 2.23], [0.17, -0.03, -0.18], [0.52, -0.64, 0.75], [1.06, 0.77, -0.71], [-0.36, -0.02, -0.22]]
}



6.
{
  "formula": "C2H2O2S",
  "method": "ωB97M-V with the def2-TZVPD basis set",
  "homo_energy_ev": -10.87,
  "e_lumo_ev": -1.125,
  "orbital_gap_ev": 9.74,
  "spin_multiplicity": 1,
  "e_tot_ha": -625.9663,
  "e_above_lowest_kcal_mol": 60.3,
  "species": ["S", "C", "O", "H", "H", "O", "C"],
  "positions_angstrom": [[1.0622, 1.6517, 2.2291], [-1.7653, -1.1673, -1.7564], [1.5573, 2.3985, 1.0943], [0.4827, -1.6181, -1.5019], [-2.7417, -1.0100, -1.7114], [2.0156, 1.0100, 3.0596], [-0.6108, -1.2649, -1.4134]],
  "forces_ev_per_angstrom": [[0.12, 0.97, -1.43], [4.03, -0.27, 1.13], [-0.55, -0.54, 0.83], [-2.41, 1.08, 0.58], [-3.70, 0.56, -0.28], [0.42, -0.44, 0.58], [2.09, -1.36, -1.41]]
}